Below is an isolated molecule of C14H14O3 in a non-equilibrium geometry, with properties calculated with ωB97M-V with the def2-TZVPD basis set.

Each line ends with the Mulliken charge.
Atoms and positions in Å:
O (-1.272214, 1.943623, 4.387812)  -0.61
O (-2.012546, 1.790621, -1.372504)  -0.58
O (-1.112873, 1.169266, 2.249769)  -0.39
C (-0.957336, 1.067858, 3.598918)  0.14
C (-1.109223, 1.636447, -0.544593)  0.24
C (-0.537401, -0.167896, 4.187800)  -0.18
C (-0.229112, -1.227355, 3.396579)  -0.67
C (0.108414, -2.086262, 1.112515)  -1.06
C (0.049565, -1.900405, -0.269924)  -0.72
C (-0.699212, 0.160822, 1.412316)  0.41
C (-0.279929, -1.054991, 1.969925)  1.26
C (-0.753510, 0.354538, 0.016581)  0.63
C (-0.406993, -0.697233, -0.839429)  0.53
C (-0.266235, 2.871916, -0.224484)  -1.07
C (2.078289, -0.781042, -2.698911)  -1.14
C (-0.456962, -0.645385, -2.362544)  -1.45
C (0.805434, -0.005788, -3.012333)  -0.18
H (-0.542325, -0.284487, 5.303142)  0.37
H (0.081129, -2.176283, 3.834552)  0.39
H (0.421010, -3.089327, 1.398243)  0.36
H (0.326447, -2.722326, -0.906962)  0.40
H (0.671938, 2.853330, -0.821948)  0.24
H (-0.806696, 3.771624, -0.478967)  0.34
H (0.025664, 2.925894, 0.818908)  0.34
H (2.922351, -0.213595, -3.035254)  0.39
H (2.168431, -0.954721, -1.612227)  0.30
H (2.086625, -1.751404, -3.242928)  0.26
H (-1.331828, -0.164622, -2.747884)  0.41
H (-0.482794, -1.678398, -2.752565)  0.45
H (0.640122, 0.022047, -4.100979)  0.38
H (0.871767, 1.033537, -2.662620)  0.22

Cartesian forces (eV/Å) of the 3 atoms listed first:
O 0.1 0.3 -1.9
O 1.1 -0.8 1.2
O 0.2 0.4 -0.3

Results
E_HOMO = -9.05 eV
structure (SMILES) = CCCc1ccc2ccc(=O)oc2c1C(C)=O